{"formula": "C28H77N7O7", "method": "ωB97M-V/def2-TZVPD", "total_charge": -1, "e_above_lowest_kcal_mol": 30.69, "multiplicity": 2, "species": ["H", "H", "C", "C", "H", "H", "C", "C", "H", "H", "H", "C", "H", "H", "H", "H", "H", "O", "H", "N", "H", "C", "H", "H", "H", "H", "H", "H", "H", "C", "H", "H", "H", "H", "H", "H", "O", "C", "C", "O", "C", "H", "H", "C", "O", "H", "H", "H", "O", "H", "C", "H", "H", "H", "C", "C", "H", "C", "C", "H", "H", "C", "H", "H", "H", "H", "C", "C", "C", "H", "H", "H", "H", "H", "N", "C", "H", "C", "H", "H", "H", "O", "H", "H", "H", "H", "H", "H", "H", "N", "H", "H", "H", "H", "C", "H", "N", "H", "H", "H", "N", "C", "C", "H", "H", "N", "H", "N", "H", "C", "O", "H", "H", "C", "C", "H", "H", "H", "H"], "coordinates": [[-18.46, 7.79, 1.83], [-14.08, 12.33, -4.16], [-17.82, 6.17, 4.44], [-12.24, 13.36, -3.99], [-9.13, 9.26, -1.32], [-17.45, 5.19, 4.74], [-17.39, 11.68, -3.07], [-14.61, 7.78, 4.20], [-8.75, 9.17, 1.35], [-20.44, 11.31, 1.13], [-17.00, 8.44, -1.85], [-16.08, 14.84, -1.45], [-15.62, 7.67, -0.30], [-9.87, 15.76, -4.60], [-18.06, 13.74, -1.41], [-5.31, 10.58, -6.20], [-12.64, 6.77, 4.04], [-19.53, 9.50, 1.22], [-11.66, 12.44, -3.90], [-14.32, 14.18, -5.04], [-14.75, 9.74, -0.95], [-7.39, 9.57, -5.34], [-8.09, 11.19, -3.28], [-9.44, 8.33, -5.89], [-14.19, 7.37, 6.04], [-16.46, 7.06, 0.81], [-15.71, 6.37, 3.05], [-15.27, 8.48, 5.95], [-15.13, 8.62, 3.75], [-8.69, 9.95, 2.11], [-6.72, 10.72, 1.71], [-7.05, 10.91, 3.37], [-16.99, 10.67, -3.02], [-14.37, 12.02, -6.70], [-12.70, 8.49, 3.67], [-12.47, 13.83, -3.03], [-16.70, 6.98, 4.76], [-17.72, 8.50, -1.03], [-12.30, 9.30, -0.67], [-10.91, 9.34, -0.38], [-18.29, 8.80, 1.48], [-10.65, 15.64, -3.12], [-12.53, 8.42, -1.26], [-10.81, 10.24, 5.10], [-9.65, 10.33, 4.28], [-18.57, 9.13, -1.29], [-18.11, 7.49, -0.95], [-18.86, 11.42, 1.86], [-8.48, 10.21, -5.98], [-6.84, 12.44, -3.48], [-6.54, 10.61, -4.63], [-12.34, 10.68, -2.38], [-11.62, 10.82, 4.66], [-17.51, 14.21, -3.06], [-12.98, 10.48, -1.52], [-10.36, 15.02, -3.97], [-10.30, 9.59, -6.60], [-16.62, 16.25, -1.04], [-9.29, 9.19, -6.55], [-18.71, 6.49, 4.97], [-10.14, 10.64, 0.91], [-10.15, 9.56, -1.57], [-5.91, 10.09, -3.91], [-11.10, 9.22, 5.37], [-17.68, 12.05, -4.06], [-6.35, 11.67, -6.32], [-12.95, 11.73, -0.63], [-13.42, 12.38, -6.29], [-9.55, 9.32, 3.29], [-13.31, 7.24, 2.49], [-16.72, 9.81, 0.16], [-17.91, 9.27, 2.39], [-9.74, 11.55, 2.17], [-16.81, 16.89, -1.90], [-14.36, 10.16, -1.78], [-13.22, 7.54, 3.53], [-6.82, 8.97, -6.05], [-13.52, 13.01, -4.80], [-15.73, 14.38, -0.53], [-10.60, 10.70, 6.07], [-14.90, 10.94, -2.12], [-16.58, 12.63, -2.33], [-15.86, 16.78, -0.47], [-10.16, 10.62, -1.80], [-13.44, 12.63, -1.00], [-9.65, 14.24, -3.69], [-13.43, 11.60, 0.34], [-15.09, 14.96, -3.22], [-7.86, 8.82, -4.71], [-16.04, 7.94, 0.57], [-13.00, 13.02, -7.06], [-15.26, 14.01, -5.37], [-11.96, 12.06, -0.33], [-9.12, 8.99, -7.61], [-7.43, 11.68, -4.00], [-15.18, 5.69, 4.62], [-9.34, 11.04, 1.40], [-6.91, 9.34, 2.96], [-8.04, 12.15, -4.77], [-12.70, 11.58, -6.13], [-14.93, 15.04, -2.23], [-15.57, 6.57, 4.12], [-17.20, 13.88, -2.07], [-18.40, 11.56, -2.68], [-17.56, 16.26, -0.49], [-5.70, 11.31, -5.63], [-19.01, 11.23, 0.15], [-14.39, 8.22, 5.53], [-9.05, 8.44, 3.69], [-19.43, 10.90, 1.09], [-11.48, 14.40, -4.66], [-14.38, 14.19, -2.19], [-10.48, 8.89, 2.92], [-17.20, 8.83, 0.30], [-7.29, 10.27, 2.52], [-10.44, 9.04, -2.48], [-12.87, 9.10, 0.24], [-13.83, 14.78, -5.69], [-17.96, 6.03, 3.36]], "mulliken_spin": [0.04, 0.26, 0.27, -0.06, 0.01, -0.02, 1.45, -0.06, 0.01, -0.08, -0.29, -0.15, 0.01, -0.01, 0.07, -0.02, -0.04, -0.26, 0.13, 0.18, -0.09, -0.01, 0.12, -0.09, -0.02, -0.04, 0.06, 0.02, 0.06, 0.01, -0.01, 0.00, 0.18, -0.22, 0.07, 0.08, -0.20, 0.46, 0.54, -0.56, -0.01, -0.02, 0.10, 0.01, -0.01, 0.05, -0.01, 0.01, -0.39, -0.02, -0.03, -0.05, 0.00, 0.04, 0.39, 0.02, -0.11, 0.02, 0.83, 0.00, 0.01, -0.23, -0.02, 0.01, -0.52, 0.00, 0.11, 0.31, -0.02, 0.07, 0.01, 0.18, 0.00, -0.01, -0.07, -0.05, 0.03, -0.96, 0.05, 0.00, -0.16, -0.79, 0.00, 0.08, -0.06, 0.04, -0.02, 0.01, 0.02, 0.00, -0.05, -0.05, 0.03, -0.03, -0.15, 0.07, -0.01, 0.00, 0.02, 0.29, -0.02, 0.01, 0.15, -0.21, -0.02, 0.00, 0.05, -0.02, -0.01, 0.23, -0.06, 0.00, 0.02, -0.19, 0.00, 0.17, 0.20, -0.01, -0.04]}